{
  "formula": "C20H25N3O4S",
  "method": "wB97M-V/def2-TZVPD",
  "e_homo_ev": -7.880,
  "orbital_gap_ev": 8.2,
  "relative_energy_ev": 20.096,
  "lumo_ev": 0.4,
  "symbols": ["S", "O", "O", "O", "O", "N", "N", "N", "C", "C", "C", "C", "C", "C", "C", "C", "C", "C", "C", "C", "C", "C", "C", "C", "C", "C", "C", "C", "H", "H", "H", "H", "H", "H", "H", "H", "H", "H", "H", "H", "H", "H", "H", "H", "H", "H", "H", "H", "H", "H", "H", "H", "H"],
  "xyz": [[-3.7626, 2.4602, 2.0104], [2.5168, 1.0559, 3.9056], [1.9275, -0.2855, -1.8234], [-3.5107, -0.2266, -2.3458], [3.7671, -2.1171, -1.6269], [-1.4205, -0.0440, -2.9452], [0.5190, 0.4649, 2.8945], [-2.2462, 0.2773, 2.2062], [1.1535, -1.3995, -2.7223], [3.4679, -1.5122, -0.4271], [2.5185, -0.5679, -0.7041], [-2.9614, 0.7080, -4.3850], [1.9995, 0.1353, 0.4065], [-0.8980, -0.4048, -1.4361], [-2.5976, 0.2908, -3.2046], [-4.1036, 0.0875, 0.8277], [0.6901, -0.8378, -3.9682], [4.9533, -3.1306, -1.4479], [-0.3783, 1.3128, 3.7340], [-0.1407, 0.4597, -3.7048], [-3.4321, 0.8561, 1.8472], [0.0315, -1.6898, -1.8675], [2.5095, -0.3758, 1.8702], [-2.3640, 2.6517, 3.0738], [1.7655, 0.4890, 2.8875], [4.1067, -1.6028, 0.9389], [3.5503, -1.1541, 1.9755], [-1.7780, 1.2590, 3.1088], [4.7875, -2.4136, 0.9151], [1.6411, -0.2225, -4.6424], [1.2554, 0.8763, 0.2876], [5.1966, -3.3737, -2.5435], [-1.9976, -0.7972, -1.2106], [0.2390, -1.7532, -4.4719], [-4.1713, 0.8368, -4.7391], [3.9558, -1.3736, 2.7955], [1.7931, -2.1808, -2.7870], [-4.1417, -0.8219, 1.1319], [-2.5361, 0.0091, -5.2804], [-0.7126, 0.5215, 4.8095], [-5.1523, 0.4210, 0.8466], [-0.1393, -0.1049, 1.9787], [0.2013, -2.1228, -0.6611], [0.3291, 0.9886, -3.2174], [-0.5192, -2.6741, -2.2001], [-3.8569, 0.2954, -0.1171], [4.6465, -3.7699, -0.8623], [-2.6325, 1.6136, -4.6911], [5.7896, -2.4937, -1.0479], [-0.6085, 0.8272, -4.6296], [-2.1535, 3.5708, 3.8041], [-0.4337, 0.2814, -0.8335], [0.0693, 2.1298, 4.0613]],
  "lowdin_charge": [1.0594, -0.1103, -0.0174, -0.0948, -0.0956, 0.0114, 0.0432, 0.1020, -0.2781, -0.1585, -0.3472, -0.0583, 0.1429, 0.0293, -0.5971, -0.0927, -0.0963, 0.0565, -0.1028, -0.0305, -0.7053, -0.1307, -0.0418, -0.3190, -0.4318, 0.0024, -0.1301, -0.3536, 0.0929, 0.2112, 0.0841, 0.1250, 0.1367, 0.1524, 0.1846, 0.0758, 0.1012, 0.0305, 0.1678, 0.2104, 0.0985, 0.2576, 0.1876, -0.0176, 0.1537, 0.0179, -0.0170, 0.0432, 0.1100, 0.1179, 0.1163, 0.0546, 0.0495]
}